The ion C5H14N3 with charge +1 in a non-equilibrium geometry. Source: the OMol25 dataset; level of theory: ωB97M-V/def2-TZVPD.

XYZ file:
```
22
Properties=species:S:1:pos:R:3
C -0.2929 -0.6795 -1.5973
C -0.0174 0.8271 -1.4183
C 0.0553 1.2080 0.0684
C -0.8163 0.3732 1.0021
N -0.3314 -2.2206 3.3991
C -0.8307 -1.5791 2.4384
N -0.1468 -0.8169 1.4938
N 1.3666 1.1086 -2.0420
H -1.3376 -0.8640 -1.8358
H 0.0415 -1.2909 -0.7671
H 0.1973 -1.0779 -2.4828
H -0.7192 1.3567 -2.0448
H -0.1800 2.2412 0.1860
H 1.0997 1.2160 0.4128
H -1.7483 0.0986 0.5097
H -1.0483 1.0299 1.8125
H 0.6713 -2.0969 3.5328
H -1.9060 -1.6630 2.3240
H 0.8488 -0.7562 1.6610
H 1.3824 1.9711 -2.5992
H 1.6363 0.4078 -2.7338
H 2.0758 1.2068 -1.3197
```

Results
Net charge: +1
SMILES: [H]/N=C\NCC[C@H](C)[NH3+]
Relative energy (zero: lowest compared OMol25 entry of this formula, charge and spin) in kcal/mol: 49.29

Atom-resolved charges from natural (NBO), all expressed in e: -0.66, -0.03, -0.43, -0.22, -0.64, 0.27, -0.66, -0.68, 0.26, 0.26, 0.21, 0.23, 0.24, 0.20, 0.21, 0.21, 0.33, 0.17, 0.38, 0.44, 0.45, 0.44